ORCA calculation (ωB97M-V/def2-TZVPD) on 2 unconnected molecules or ions with the total composition C3H4N2O.

Atoms and positions in Å:
N -0.2969 -1.3168 0.8669
C -1.1509 -1.0597 -0.1713
C -1.8584 -0.7707 -1.1011
O 2.2390 3.2921 -0.6775
N 1.7984 2.2559 -0.2422
C 1.3857 1.2599 0.1830
H 0.1953 -2.1975 0.7607
H -0.7563 -1.2830 1.7707
H -2.4921 -0.5237 -1.9231
H 0.9363 0.3434 0.5339

Results
**ΔE to the lowest compared entry with this formula, charge and spin**: 126.3 kcal per mole
**Frontier orbital gap**: 10.118 eV
**SMILES string**: C#[N+][O-].C#CN

ORCA calculation (ωB97M-V/def2-TZVPD) on a single C5H9N molecule.

Atoms and positions in Å:
C 1.0766 0.6547 0.1166
C 1.0215 -0.8481 -0.1100
C -0.9176 -0.3191 0.9856
C -0.4635 0.9000 0.1072
C -0.8626 0.0317 -1.0485
H 1.4874 1.1753 -0.7048
H 1.4651 0.9234 1.0856
H 1.4207 -1.4296 0.7493
H 1.6483 -1.0811 -1.0252
H -1.9863 -0.4916 1.0758
H -0.4263 -0.4133 1.9697
H -0.8349 1.9420 0.2126
H -1.9702 -0.1139 -1.2531
H -0.2511 0.1942 -1.9650
N -0.4072 -1.1245 -0.1957

Results
**ΔE to the lowest compared entry with this formula, charge and spin**: 43.5 kcal per mole
**Frontier orbital gap**: 10.011 eV
**SMILES string**: C1CN2CC1C2

ORCA calculation (ωB97M-V/def2-TZVPD) on 9 unconnected molecules or ions with the total composition C48H123N9O15.

Atoms and positions in Å:
C -7.3682 -1.6027 -2.9812
C -8.5683 -0.6072 -2.9475
C -8.3059 0.5692 -3.8264
O -6.9598 1.0250 -3.4254
C -6.4525 2.2403 -4.0616
N -9.8317 -1.2176 -3.1536
H -6.3852 -1.1628 -2.8130
H -7.4436 -2.2000 -3.8899
H -7.3286 -2.3187 -2.1603
H -8.4905 -0.1772 -1.9489
H -9.0903 1.3208 -3.9151
H -8.1686 0.1563 -4.8258
H -5.9633 2.2206 -5.0355
H -5.5994 2.6016 -3.4874
H -7.1784 3.0514 -4.0030
H -10.5154 -0.6432 -3.6256
H -10.2330 -1.6524 -2.3351
C -3.3324 -3.6330 -1.8741
C -4.1372 -4.7971 -2.1730
C -4.9482 -5.3936 -0.9955
O -6.0847 -4.6968 -0.5967
C -6.9452 -5.3239 0.3152
N -5.0412 -4.5027 -3.2799
H -2.4350 -3.4818 -2.4740
H -2.9148 -3.7089 -0.8701
H -3.8384 -2.6716 -1.7863
H -3.3091 -5.3944 -2.5546
H -4.2739 -5.4504 -0.1410
H -5.2949 -6.3634 -1.3522
H -6.4661 -5.7067 1.2163
H -7.4885 -6.1681 -0.1093
H -7.7622 -4.6341 0.5272
H -5.9766 -4.2895 -2.9641
H -4.7414 -3.6366 -3.7043
C 0.5623 0.0635 0.9941
C -0.7750 -0.3005 0.3620
C -1.4611 0.9935 -0.3116
O -2.5931 0.5148 -0.9600
C -3.4114 1.2795 -1.8230
N -0.5732 -1.3132 -0.6062
H 0.3522 0.6224 1.9060
H 1.1656 0.8021 0.4663
H 1.2307 -0.7507 1.2742
H -1.5329 -0.7285 1.0181
H -0.7187 1.5532 -0.8805
H -1.9120 1.6083 0.4674
H -4.1692 0.6187 -2.2440
H -2.8576 1.7885 -2.6119
H -4.0308 1.8776 -1.1547
H -0.7462 -2.2258 -0.2096
H -1.1802 -1.0755 -1.3777
C -2.5700 1.4177 3.8575
O -3.7331 1.0843 4.5657
C -4.1040 -0.2818 4.4059
C -5.3385 -0.4617 3.4396
N -6.4514 0.4540 3.8239
C -7.3798 0.3639 2.6725
C -8.5448 1.2975 2.9791
O -7.8858 2.5073 3.3452
C -8.7192 3.6468 3.1663
H -1.6947 0.8290 4.1322
H -2.2610 2.4617 3.8066
H -2.8960 1.2776 2.8269
H -4.4810 -0.5237 5.3996
H -3.2814 -0.9854 4.2774
H -5.7570 -1.4649 3.5205
H -5.0597 -0.2298 2.4117
H -6.3435 1.4463 3.6699
H -7.8819 -0.5902 2.5121
H -6.8973 0.6467 1.7369
H -9.2243 0.8681 3.7153
H -9.1720 1.3178 2.0879
H -8.3470 4.4964 3.7387
H -9.7819 3.4706 3.3329
H -8.6091 3.9994 2.1408
C 6.0903 -1.3486 -9.3657
O 4.7510 -0.8867 -9.6793
C 4.4119 0.4359 -9.3066
C 2.8907 0.4347 -9.3381
N 2.3175 1.5446 -8.5745
C 1.8080 1.2497 -7.2605
C 0.8730 2.3720 -6.7311
O 0.3275 1.9515 -5.4949
C -0.6746 2.6583 -4.7950
H 6.6740 -0.6257 -9.9356
H 6.2131 -2.3862 -9.6764
H 6.4122 -1.3772 -8.3247
H 4.8105 1.1218 -10.0540
H 4.8807 0.7960 -8.3908
H 2.5094 -0.4976 -8.9217
H 2.5947 0.4749 -10.3864
H 1.5409 1.8524 -9.1421
H 2.6474 1.1612 -6.5708
H 1.2363 0.3302 -7.1346
H 0.1295 2.5844 -7.4994
H 1.4256 3.3053 -6.6224
H -0.3985 3.6000 -4.3207
H -1.1830 2.2642 -3.9151
H -1.3705 2.8914 -5.6010
C 1.8809 4.0296 2.8382
O 2.8117 3.6286 3.8389
C 2.6277 4.3166 5.0709
C 3.5137 3.7860 6.1370
N 4.9781 3.8662 5.9586
C 5.7145 4.8960 6.7053
C 5.9044 4.4462 8.2239
O 6.3487 3.1025 8.3030
C 7.7368 2.8082 8.1409
H 0.9718 4.5060 3.2049
H 1.5101 3.0715 2.4738
H 2.3687 4.6763 2.1089
H 1.5941 4.4707 5.3805
H 2.8311 5.3827 4.9701
H 3.3189 2.7306 6.3272
H 3.1572 4.2172 7.0725
H 5.2352 2.9983 6.4066
H 5.2516 5.8681 6.5351
H 6.7223 5.0107 6.3062
H 4.9508 4.4930 8.7496
H 6.6742 5.0261 8.7331
H 8.3232 3.3043 8.9143
H 8.1068 3.2427 7.2123
H 7.9033 1.7318 8.1832
C 4.7680 0.4348 4.2339
O 5.3629 -0.3416 3.1589
C 5.2283 -1.7433 3.2571
C 5.7572 -2.5060 2.0082
N 4.7822 -2.8847 1.0401
C 4.1051 -1.7176 0.3550
C 3.2079 -2.2032 -0.7641
O 3.8670 -3.0221 -1.6922
C 3.1788 -3.2473 -2.9273
H 5.1770 1.4332 4.3895
H 4.8182 0.0925 5.2676
H 3.7063 0.5720 4.0288
H 4.1558 -1.9305 3.3098
H 5.4722 -2.1228 4.2494
H 6.4151 -3.3190 2.3152
H 6.4188 -1.8218 1.4770
H 5.1088 -3.3361 0.1977
H 4.7136 -0.9702 -0.1542
H 3.4651 -1.1552 1.0349
H 2.9117 -1.3145 -1.3214
H 2.3219 -2.7422 -0.4287
H 2.7897 -2.3401 -3.3895
H 2.2164 -3.7498 -2.8305
H 3.7540 -3.7749 -3.6881
C 1.7476 -4.9723 1.7074
O 1.4346 -5.1462 3.1849
C 1.7256 -4.0768 4.0254
C 0.8902 -2.8627 3.7088
N 0.6507 -1.9790 4.8802
C 1.7066 -1.0348 5.2496
C 1.3151 -0.2500 6.5213
O -0.1281 -0.0236 6.6507
C -0.6643 0.5004 7.8041
H 1.0200 -5.5742 1.1629
H 2.6489 -5.4110 1.2792
H 1.7970 -3.9389 1.3643
H 2.7806 -3.8689 4.2042
H 1.3798 -4.3723 5.0160
H -0.0484 -3.2148 3.2811
H 1.3948 -2.1784 3.0267
H -0.2676 -1.5595 4.8523
H 1.8025 -0.3395 4.4156
H 2.6174 -1.5584 5.5400
H 1.7534 0.7344 6.6854
H 1.4770 -0.8248 7.4332
H -0.1950 0.0037 8.6532
H -1.7529 0.4682 7.8492
H -0.4917 1.5693 7.9303
C 3.2123 1.8979 -0.7706
O 2.2469 2.6137 -1.3746
C 2.1240 2.4446 -2.7629
C 3.3377 2.5107 -3.6670
N 3.8248 1.1130 -3.8009
C 4.8673 1.0272 -4.8205
C 5.0810 -0.4224 -5.2438
O 3.9972 -0.6071 -6.0981
C 3.7429 -1.8892 -6.5360
H 4.2190 1.8360 -1.1838
H 2.8944 0.8562 -0.8157
H 3.3003 2.4052 0.1901
H 1.4386 3.1733 -3.1957
H 1.6153 1.5038 -2.9730
H 3.9468 3.1702 -3.0488
H 3.1741 3.0114 -4.6213
H 3.0817 0.4653 -4.0208
H 5.7554 1.3946 -4.3062
H 4.5510 1.5701 -5.7112
H 5.0164 -1.1145 -4.4042
H 6.0978 -0.4358 -5.6360
H 3.0683 -2.3487 -5.8136
H 4.5985 -2.4498 -6.9123
H 3.0961 -1.7474 -7.4018

Results
**ΔE to the lowest compared entry with this formula, charge and spin**: 278.5 kcal per mole
**Frontier orbital gap (spin up / spin down)**: 8.018 / 3.037 eV
**⟨S²⟩**: 0.755
**Total charge**: +1
**Spin multiplicity**: 2

ORCA calculation (ωB97M-V/def2-TZVPD) on a molecular structure, C48H45FN6O7Sr.

Atoms and positions in Å:
Sr 0.5208 -0.0212 0.1952
C 6.1323 0.3738 5.3316
C 5.0704 0.0069 4.3398
C 5.0818 -1.1830 3.6697
C 4.0435 -1.5807 2.7884
C 4.2006 -2.8515 2.2215
N 3.3173 -3.7083 1.7510
C 1.8932 -3.6921 1.9571
C 1.5641 -3.7437 3.4541
C 0.0582 -3.6209 3.6785
N -0.3658 -2.2525 3.5826
C -1.2921 -1.7028 4.3171
C -1.8002 -0.4115 4.1213
C -2.7500 0.1084 5.0260
C -3.3122 1.3445 4.8523
C -4.3104 1.9147 5.8155
C -2.9248 2.0940 3.7292
C -2.0083 1.6466 2.8024
C -1.6297 2.5277 1.7242
N -0.8990 2.2228 0.7413
C -0.5654 3.2392 -0.1991
C 0.9150 3.1526 -0.5358
C 1.7928 3.1929 0.7053
N 1.9370 1.9000 1.3099
C 2.4921 1.8537 2.4463
C 3.1322 0.6964 3.0239
C 4.0807 0.9414 3.9899
C 2.9874 -0.6296 2.4304
O 2.0848 -0.9043 1.6339
C -1.3686 0.3600 2.9673
O -0.4782 -0.0595 2.2032
H 6.5898 -0.5181 5.7512
H 5.7138 0.9707 6.1388
H 6.9110 0.9630 4.8459
H 5.8842 -1.8840 3.8519
H 5.2201 -3.2330 2.2244
H 3.6834 -4.5250 1.2822
H 1.4546 -4.5557 1.4580
H 1.4577 -2.7923 1.5039
H 2.0806 -2.9370 3.9784
H 1.9043 -4.6956 3.8704
H -0.2283 -4.0151 4.6579
H -0.4546 -4.1889 2.8881
H -0.0442 -1.6828 2.7826
H -1.6983 -2.2903 5.1375
H -3.0170 -0.4920 5.8860
H -4.3863 1.2917 6.7030
H -5.2934 1.9793 5.3485
H -4.0189 2.9202 6.1158
H -3.3601 3.0783 3.6035
H -2.0211 3.5581 1.8267
H -0.8203 4.2474 0.1790
H -1.1424 3.0707 -1.1134
H 1.1860 3.9640 -1.2132
H 1.1036 2.2121 -1.0394
H 1.4288 3.9444 1.4267
H 2.7989 3.5041 0.3945
H 2.7145 2.7884 2.9939
H 4.1290 1.9261 4.4406
C 3.1152 1.5625 -7.0217
C 1.6069 1.3512 -6.9340
C 1.1513 0.4455 -8.0780
C -0.3655 0.3551 -8.0907
C -0.8612 -0.0519 -6.7312
C -2.0779 -0.6916 -6.6111
C -2.5518 -1.0614 -5.3580
F -3.7361 -1.7107 -5.2872
C -1.8523 -0.7692 -4.2132
C -0.6145 -0.1293 -4.3125
C 0.1245 0.1814 -3.0734
O -0.4290 0.1964 -1.9741
C 1.5005 0.5100 -3.3044
C 1.9306 0.8218 -4.5489
N 1.1646 0.7739 -5.6664
C -0.0924 0.2129 -5.5784
C 2.5191 0.5587 -2.1444
O 3.5537 1.1854 -2.3596
O 2.1945 -0.0561 -1.1097
H 3.3528 1.9354 -8.0153
H 3.6460 0.6257 -6.8718
H 3.4722 2.2949 -6.3048
H 1.1104 2.3285 -7.0406
H 1.5764 -0.5499 -7.9359
H 1.5198 0.8450 -9.0229
H -0.6976 -0.3655 -8.8404
H -0.7946 1.3276 -8.3585
H -2.6604 -0.9224 -7.4911
H -2.2248 -1.0368 -3.2373
H 2.9530 1.1474 -4.6445
O -1.0217 -3.9671 0.9682
C -1.0058 -2.8098 0.5226
O 0.0117 -2.1467 0.2183
C -2.3496 -2.1099 0.3574
C -3.5466 -2.7975 0.6619
C -4.7387 -2.1552 0.4941
C -4.7438 -0.8343 -0.0042
C -5.9202 -0.1011 -0.2539
C -5.8536 1.1717 -0.7488
C -4.6105 1.7515 -1.0517
C -3.4532 1.0623 -0.8329
C -3.4842 -0.2339 -0.2836
N -2.3233 -0.8774 -0.0710
H -3.4774 -3.8134 1.0211
H -5.6779 -2.6416 0.7232
H -6.8771 -0.5680 -0.0633
H -6.7579 1.7320 -0.9322
H -4.5913 2.7470 -1.4714
H -2.4872 1.4540 -1.0913

Results
**ΔE to the lowest compared entry with this formula, charge and spin**: 47.4 kcal per mole
**Frontier orbital gap**: 7.191 eV

ORCA calculation (ωB97M-V/def2-TZVPD) on 4 unconnected molecules or ions with the total composition C18H43N4O3.

Atoms and positions in Å:
C 5.0883 1.1421 3.7100
C 4.0073 0.2751 3.0733
C 4.2540 0.1562 1.5704
N 3.0438 -0.2247 0.8130
C 1.6883 0.2325 1.2088
C 0.8207 -0.2291 0.0121
N 1.6995 -1.0864 -0.8252
C 2.9851 -0.6167 -0.4496
N 3.9154 -0.6054 -1.3772
N 5.1790 -0.0473 -1.1870
C 6.1312 -0.6161 -1.8268
C 7.4830 0.0180 -1.6774
C 5.9548 -1.8091 -2.7201
H 6.0832 0.8619 3.3573
H 4.9455 2.1948 3.4620
H 5.0819 1.0447 4.7936
H 3.0296 0.7102 3.2725
H 4.0151 -0.7178 3.5257
H 4.9837 -0.6324 1.3887
H 4.6734 1.0801 1.1731
H 1.3996 -0.1529 2.1839
H 1.7094 1.3223 1.2329
H 0.5468 0.6551 -0.5595
H -0.0916 -0.7476 0.2893
H 1.6612 -2.0236 -0.4254
H 3.6353 -0.9613 -2.2829
H 7.6906 0.2237 -0.6282
H 7.5007 0.9760 -2.1992
H 8.2689 -0.6115 -2.0847
H 6.9149 -2.2386 -2.9888
H 5.4597 -1.5209 -3.6525
H 5.3484 -2.5780 -2.2394
C -3.3668 0.2323 -3.2149
C -3.0455 1.1451 -2.0468
C -2.4578 2.4688 -2.4980
O -2.1598 0.4894 -1.1213
H -2.4580 -0.0010 -3.7795
H -3.8001 -0.7041 -2.8635
H -4.0744 0.7114 -3.8917
H -3.9540 1.3359 -1.4784
H -1.5206 2.3046 -3.0408
H -2.2527 3.1102 -1.6407
H -3.1477 2.9879 -3.1631
H -1.3531 0.2928 -1.6097
C -1.9173 -1.8394 2.6984
C -0.5718 -2.5107 2.9150
C -0.6981 -4.0134 3.0889
O 0.1332 -1.9127 4.0031
H -2.5628 -2.0075 3.5643
H -1.7991 -0.7630 2.5692
H -2.4234 -2.2405 1.8194
H 0.0784 -2.3020 2.0564
H -1.3085 -4.2388 3.9672
H 0.2814 -4.4696 3.2306
H -1.1772 -4.4700 2.2222
H -0.3736 -2.0547 4.8103
C -8.3765 1.9871 -2.1242
C -7.0527 1.7546 -1.4182
C -7.1384 2.0331 0.0725
O -6.0125 2.5319 -2.0195
H -8.6868 3.0296 -2.0101
H -8.2874 1.7709 -3.1882
H -9.1606 1.3561 -1.7041
H -6.7359 0.7203 -1.5754
H -7.4145 3.0771 0.2459
H -6.1782 1.8486 0.5544
H -7.8929 1.4037 0.5458
H -6.2409 3.4626 -1.9186

Results
**Frontier orbital gap**: 9.208 eV
**Total charge**: +1

ORCA calculation (ωB97M-V/def2-TZVPD) on 2 unconnected molecules or ions with the total composition C9H14.

Atoms and positions in Å:
C -3.9226 0.2968 -1.2254
C 0.4244 0.4393 -0.8074
C -0.2354 0.8869 -1.9536
C -0.4179 -0.0496 0.1974
C -1.5894 0.6547 -2.1846
C -1.7746 -0.1995 0.0252
C -2.4074 0.2450 -1.1502
H 1.4803 0.5166 -0.6373
H 0.3721 1.3079 -2.7505
H 0.0097 -0.5742 1.0476
H -1.9098 0.7764 -3.2148
H -2.4115 -0.6618 0.7713
H -4.2678 1.3229 -1.3046
H -4.2944 -0.3686 -0.4562
H -4.1921 -0.2040 -2.1546
C 2.6903 -0.0159 1.7002
C 3.5983 -1.0972 2.3245
H 2.2965 -0.4069 0.7656
H 1.8220 0.1222 2.3480
H 3.1373 0.9275 1.3965
H 3.7337 -0.9430 3.3915
H 4.6035 -0.9269 1.9141
H 3.2547 -2.0486 1.9572

Results
**ΔE to the lowest compared entry with this formula, charge and spin**: 19.8 kcal per mole
**Frontier orbital gap**: 9.983 eV
**SMILES string**: Cc1ccccc1.CC

ORCA calculation (ωB97M-V/def2-TZVPD) on 4 unconnected molecules or ions with the total composition C4H10NO2.

Atoms and positions in Å:
C -0.1669 -0.9426 0.2437
C -1.6662 -0.5731 0.6265
C -2.2727 -1.4368 1.8704
O 2.3258 -0.8269 -1.8970
N 0.9691 0.1383 0.1978
C 0.5018 1.5559 0.1342
O 0.0092 2.1212 -0.9861
H -0.0801 -1.3290 1.2430
H 0.0744 -1.6127 -0.6303
H -0.0490 0.6385 1.6293
H -2.4817 0.2201 0.1343
H 2.1985 -0.7531 -2.8991
H -3.5513 -1.2154 2.5094
H -2.6308 -2.5061 1.6841
H 1.6151 -0.1368 -0.6837
H -0.4128 1.7274 1.0192
H 1.4774 2.0243 0.4258

Results
**ΔE to the lowest compared entry with this formula, charge and spin**: 322.1 kcal per mole
**Frontier orbital gap**: 5.588 eV
**Total charge**: -1

ORCA calculation (ωB97M-V/def2-TZVPD) on 2 unconnected molecules or ions with the total composition CHClF2O.

Atoms and positions in Å:
C 1.0493 1.9613 -1.3595
O 0.0591 2.5235 -1.0863
F -0.4399 -0.0305 -0.2438
F 1.7101 1.1867 -0.4064
Cl 1.7359 1.7871 -2.8871
H -0.0814 0.6672 0.2590

Results
**ΔE to the lowest compared entry with this formula, charge and spin**: 10.2 kcal per mole
**Frontier orbital gap**: 12.841 eV
**SMILES string**: O=C(F)Cl.F

ORCA calculation (ωB97M-V/def2-TZVPD) on 4 unconnected molecules or ions with the total composition C4H14O3.

Atoms and positions in Å:
C -0.1086 -0.4353 2.8260
C 0.5519 0.4849 1.8060
C 1.6727 -0.1809 1.0560
C 2.5477 0.4167 0.2564
H -0.6685 -1.2308 2.3259
H 0.6481 -0.8964 3.4537
H -0.8056 0.0916 3.4684
H 0.9416 1.3574 2.3422
H -0.1736 0.8656 1.0897
H 1.8208 -1.2395 1.2456
H 3.3012 -0.2082 -0.1975
H 2.5250 1.4712 0.0151
H 0.7020 0.4826 -3.1267
H 0.8842 -1.0177 -3.2218
O 0.2007 -0.3268 -3.2842
H -1.4193 -1.3690 -2.2633
H -2.9380 -1.4392 -2.4753
O -2.1360 -1.9717 -2.4984
H -2.4872 2.1753 -0.2909
H -2.4982 1.0039 -1.3014
O -2.5608 1.9661 -1.2258

Results
**ΔE to the lowest compared entry with this formula, charge and spin**: 28.2 kcal per mole
**Frontier orbital gap**: 10.302 eV
**SMILES string**: C=CCC.O.O.O

ORCA calculation (ωB97M-V/def2-TZVPD) on 2 unconnected molecules or ions with the total composition HNOS2.

Atoms and positions in Å:
N -0.9541 0.2735 -0.0205
O 0.3407 -2.0810 1.5389
S -0.8598 1.3094 -1.1265
S 1.0523 -0.9031 0.9413
H 0.4209 1.4012 -1.3332

Results
**ΔE to the lowest compared entry with this formula, charge and spin**: 39.3 kcal per mole
**Frontier orbital gap (spin up / spin down)**: 5.740 / 7.047 eV
**⟨S²⟩**: 2.011
**Spin multiplicity**: 3

Taking the records one at a time from the top gives E_tot values of -301.2859 -250.5976 -3523.0897 -2842.1115 -1156.1249 -351.2986 -363.2112 -773.8668 -386.4819 -926.7745 Ha.